1.
This record from the OMol25 dataset describes 12 unconnected molecules or ions with the total composition C50H67F5O19S. The level of theory is the ωB97M-V functional and the def2-TZVPD basis.

Calculated values
Orbital gap (alpha / beta) (eV): 8.8039 / 3.0878
HOMO energy (alpha / beta) (eV): -11.129 / -11.129
Multiplicity: 2
Net charge: +1

XYZ file:
```
142
C50H67F5O19S | the OMol25 dataset | the ωB97M-V functional and the def2-TZVPD basis
F 8.307 -2.962 0.393
C 7.144 -2.375 0.784
C 7.078 -1.546 1.938
C 5.812 -1.017 2.323
C 4.645 -1.341 1.581
C 4.775 -2.113 0.419
C 6.005 -2.606 -0.016
H 7.921 -1.334 2.578
H 5.745 -0.419 3.220
H 3.720 -0.900 1.921
H 3.851 -2.382 -0.071
H 6.041 -3.310 -0.834
F -1.208 2.814 3.122
C -2.511 2.569 3.413
C -3.482 3.463 2.951
C -4.803 3.320 3.275
C -5.171 2.296 4.181
C -4.265 1.376 4.591
C -2.946 1.500 4.229
H -3.259 4.219 2.213
H -5.552 3.995 2.888
H -6.184 2.295 4.556
H -4.695 0.726 5.338
H -2.110 0.858 4.464
F -0.972 4.350 -3.780
C -0.807 4.399 -2.366
C -1.471 3.528 -1.532
C -1.157 3.617 -0.095
C -0.329 4.616 0.352
C 0.373 5.471 -0.564
C 0.079 5.340 -1.876
H -2.085 2.819 -2.067
H -1.565 2.857 0.555
H -0.006 4.561 1.382
H 1.050 6.271 -0.304
H 0.482 6.055 -2.579
F -5.993 -4.124 2.481
C -5.680 -2.951 1.911
C -4.506 -2.224 2.207
C -4.190 -0.965 1.745
C -5.067 -0.393 0.851
C -6.161 -1.173 0.508
C -6.588 -2.392 1.044
H -3.878 -2.798 2.873
H -3.209 -0.521 1.829
H -4.723 0.480 0.316
H -6.502 -0.890 -0.477
H -7.497 -2.858 0.693
F 3.950 3.400 5.917
C 3.811 3.692 4.616
C 2.778 3.045 3.902
C 2.658 3.332 2.548
C 3.420 4.333 1.910
C 4.306 5.004 2.723
C 4.476 4.705 4.069
H 2.198 2.222 4.293
H 1.980 2.699 1.994
H 3.417 4.379 0.831
H 4.949 5.748 2.277
H 5.261 5.138 4.672
C -0.382 -0.410 -0.370
S 0.949 -0.899 0.766
O 2.164 -0.140 0.244
C 0.274 0.038 2.191
H -1.381 -0.798 -0.169
H -0.270 -0.610 -1.436
H -0.396 0.679 -0.418
H 1.027 0.024 2.979
H -0.639 -0.461 2.513
H 0.004 1.059 1.919
C 0.844 -0.083 -4.481
O 0.322 -0.836 -5.535
C -0.150 -2.048 -5.323
O -0.484 -2.606 -4.300
O -0.265 -2.560 -6.550
C -0.651 -3.886 -6.866
H 1.627 -0.643 -3.970
H 0.110 0.262 -3.752
H 1.351 0.833 -4.783
H 0.292 -4.260 -7.265
H -1.262 -3.798 -7.765
H -1.019 -4.481 -6.031
C 2.090 -2.966 -2.688
O 3.078 -2.041 -2.637
C 4.241 -2.375 -3.227
O 4.360 -3.397 -3.822
O 5.080 -1.460 -3.008
C 6.357 -1.389 -3.578
H 1.217 -2.593 -2.151
H 2.355 -3.942 -2.282
H 1.764 -3.141 -3.713
H 6.970 -2.197 -3.178
H 6.753 -0.388 -3.407
H 6.363 -1.637 -4.639
C -3.573 -1.359 -2.708
O -4.627 -0.437 -2.540
C -4.500 0.792 -2.882
O -3.493 1.296 -3.403
O -5.629 1.337 -2.398
C -5.810 2.753 -2.263
H -2.962 -1.197 -3.596
H -3.981 -2.361 -2.843
H -2.874 -1.257 -1.878
H -6.492 2.991 -1.447
H -6.182 3.279 -3.142
H -4.832 3.130 -1.962
C -4.375 -5.300 -0.834
O -3.379 -5.444 0.096
C -2.270 -4.655 0.035
O -2.008 -3.739 -0.784
O -1.444 -5.003 1.029
C -0.057 -4.670 0.925
H -5.229 -5.537 -0.199
H -4.385 -5.920 -1.730
H -4.357 -4.323 -1.318
H 0.406 -5.101 0.038
H 0.499 -4.881 1.838
H -0.069 -3.596 0.739
C -3.090 -1.826 6.431
O -1.661 -1.841 6.530
C -0.843 -2.266 5.627
O -1.100 -2.447 4.437
O 0.394 -2.253 6.183
C 1.497 -2.575 5.492
H -3.378 -2.798 6.830
H -3.394 -1.630 5.403
H -3.383 -1.019 7.104
H 1.443 -2.057 4.534
H 1.502 -3.612 5.156
H 2.410 -2.237 5.981
C 3.127 1.761 -1.994
O 2.904 2.545 -3.203
C 3.529 3.564 -3.538
O 4.561 4.015 -2.940
O 3.022 3.923 -4.722
C 3.543 4.956 -5.522
H 2.884 0.706 -2.121
H 2.228 2.047 -1.448
H 4.004 1.891 -1.359
H 4.470 4.594 -5.966
H 3.746 5.840 -4.917
H 2.851 5.178 -6.334
```


2.
This record from the OMol25 dataset describes a molecular structure, C27H50GdOP2. The level of theory is the ωB97M-V functional and the def2-TZVPD basis.

Calculated values
Orbital gap (alpha / beta) (eV): 6.5250 / 3.5920
HOMO energy (alpha / beta) (eV): -9.330 / -9.330
Multiplicity: 8
ΔE to the lowest compared entry with this formula, charge and spin (kJ/mol): 196.3
Net charge: +1

XYZ file:
```
81
C27H50GdOP2 | the OMol25 dataset | the ωB97M-V functional and the def2-TZVPD basis
Gd -0.717 -0.114 0.438
C 0.762 -0.007 2.506
C 1.740 0.490 1.595
C 0.040 2.033 1.679
C -0.291 0.976 2.589
C 1.304 1.746 1.092
C 0.853 -1.329 3.175
H 1.541 -1.987 2.637
H -0.116 -1.836 3.218
H 1.231 -1.216 4.202
C -1.644 0.819 3.182
H -1.813 -0.192 3.567
H -2.418 1.023 2.422
H -1.823 1.535 3.997
C -0.868 3.130 1.260
H -0.933 3.890 2.051
H -1.895 2.786 1.066
H -0.506 3.634 0.359
C 2.075 2.648 0.213
H 2.642 3.372 0.816
H 1.425 3.216 -0.457
H 2.794 2.102 -0.403
C 3.076 -0.104 1.357
H 3.834 0.321 2.039
H 3.431 0.071 0.336
H 3.083 -1.191 1.510
C -0.892 -2.342 -1.198
C 0.187 -2.543 -0.402
C 1.616 -2.686 -0.851
C 2.032 -1.754 -1.999
C 1.572 -0.337 -1.865
C 0.394 0.168 -2.312
C -0.633 -0.599 -3.109
C -0.956 -2.049 -2.671
H 1.807 -3.726 -1.185
H 1.692 -2.185 -2.953
H 2.293 -2.526 0.006
H -0.375 -2.774 -3.264
H -1.880 -2.617 -0.777
H -0.013 -2.900 0.625
H -2.014 -2.224 -2.958
H -1.576 -0.028 -3.063
H 0.267 1.254 -2.322
H -0.328 -0.604 -4.177
H 3.138 -1.728 -2.025
H 2.337 0.351 -1.505
P -1.214 -0.716 -7.276
P -0.868 1.974 -8.778
C -1.225 -0.802 -9.147
C -1.567 0.553 -9.772
H -1.964 -1.557 -9.449
H -0.231 -1.149 -9.465
H -1.188 0.623 -10.802
H -2.655 0.713 -9.792
C -1.665 3.342 -9.711
H -1.204 4.283 -9.394
H -2.730 3.364 -9.458
H -1.542 3.215 -10.794
C 0.777 2.056 -9.609
H 0.655 2.067 -10.700
H 1.393 1.202 -9.306
H 1.265 2.982 -9.281
C -2.655 -1.817 -6.948
H -2.702 -2.028 -5.872
H -2.554 -2.755 -7.510
H -3.572 -1.297 -7.250
C 0.133 -1.927 -6.946
H 1.088 -1.470 -7.230
H -0.025 -2.846 -7.525
H 0.155 -2.161 -5.874
C -4.142 -2.176 1.462
C -2.723 -2.603 1.740
C -2.480 -3.174 3.106
O -1.838 -1.507 1.502
H -4.254 -1.805 0.439
H -4.442 -1.359 2.124
H -4.880 -2.978 1.584
H -2.467 -3.389 1.030
H -3.137 -4.024 3.331
H -1.450 -3.520 3.188
H -2.615 -2.416 3.877
```


3.
This record from the OMol25 dataset describes a single C13H17NO2S molecule. The level of theory is the ωB97M-V functional and the def2-TZVPD basis.

Calculated values
Orbital gap (eV): 9.7893
HOMO energy (eV): -9.259
Multiplicity: 1
SMILES: CC(=O)S[C@@H](C)CC(=O)NCc1ccccc1
ΔE to the lowest compared entry with this formula, charge and spin (kJ/mol): 0.0

XYZ file:
```
34
C13H17NO2S | the OMol25 dataset | the ωB97M-V functional and the def2-TZVPD basis
C -0.613 -3.267 -1.885
C -1.105 -1.872 -2.109
O -2.114 -1.547 -2.668
S -0.005 -0.664 -1.412
C -0.953 0.883 -1.748
C -2.054 1.033 -0.714
C -0.004 2.083 -1.788
C 0.546 2.382 -0.398
O 0.077 3.232 0.328
N 1.609 1.616 -0.058
C 2.015 1.463 1.329
C 1.272 0.293 1.923
C 1.760 -0.998 1.776
C 1.020 -2.081 2.218
C -0.218 -1.882 2.804
C -0.711 -0.596 2.954
C 0.030 0.486 2.514
H -1.178 -3.962 -2.500
H -0.751 -3.519 -0.834
H 0.448 -3.333 -2.110
H -1.386 0.718 -2.739
H -2.582 1.970 -0.876
H -2.765 0.213 -0.799
H -1.641 1.040 0.292
H -0.569 2.953 -2.125
H 0.812 1.894 -2.488
H 1.859 0.851 -0.668
H 1.755 2.392 1.841
H 3.096 1.310 1.365
H 2.723 -1.157 1.312
H 1.409 -3.082 2.100
H -0.799 -2.727 3.144
H -1.677 -0.437 3.410
H -0.355 1.490 2.621
```